Molecular formula: C37H36F6HfN5O14PS2Se2
Method: DFT, ωB97M-V/def2-TZVPD

Properties
Total energy   -254326.35984 eV
Highest occupied orbital energy   -8.667 eV
LUMO   -0.02466 hartree
Kohn-Sham gap   7.996 eV

Geometry as XYZ:
```
104
C37H36F6HfN5O14PS2Se2, DFT ωB97M-V/def2-TZVPD
Hf 0.4019 -0.6364 0.2802
C -3.1009 -2.2196 2.8912
C -2.9818 -0.8318 3.5198
C -1.6870 -0.6428 4.3134
C -3.1785 0.2940 2.4862
C -3.8249 1.5272 3.1235
O -2.8708 2.5819 2.9064
C -1.8340 2.0458 2.1982
N -1.9219 0.8181 1.8804
C -0.7986 3.0980 1.9326
C -0.7714 4.1191 2.8956
C -0.0066 5.2548 2.7363
C 0.7242 5.4208 1.5717
C 0.7326 4.4104 0.6306
C 0.0221 3.2180 0.8013
P 0.2658 1.9562 -0.5524
C -0.6497 2.8146 -1.8939
C -0.1192 3.7394 -2.7945
C -0.9395 4.3457 -3.7404
C -2.2981 4.0580 -3.7865
C -2.8426 3.1688 -2.8707
C -2.0206 2.5505 -1.9393
C 2.0572 2.2238 -0.8712
C 2.5847 2.2325 -2.1588
C 3.9334 2.4868 -2.3675
C 4.7754 2.6792 -1.2854
C 4.2720 2.5894 0.0078
C 2.9227 2.3657 0.2158
H -2.9899 -2.9994 3.6519
H -2.3449 -2.3812 2.1233
H -4.0839 -2.3480 2.4226
H -3.8167 -0.7292 4.2182
H -0.8382 -0.4943 3.6448
H -1.4939 -1.5153 4.9474
H -1.7433 0.2367 4.9683
H -3.7923 -0.0899 1.6771
H -3.9680 1.4153 4.1955
H -4.7698 1.8102 2.6656
H -1.3736 4.0117 3.7857
H -0.0055 6.0181 3.5054
H 1.2982 6.3250 1.4002
H 1.3269 4.5450 -0.2609
H 0.9251 4.0087 -2.7580
H -0.5106 5.0523 -4.4436
H -2.9327 4.5371 -4.5256
H -3.9062 2.9546 -2.8825
H -2.4563 1.8695 -1.2189
H 1.9487 2.0376 -3.0121
H 4.3289 2.5092 -3.3766
H 5.8296 2.8739 -1.4471
H 4.9356 2.6903 0.8590
H 2.5377 2.3087 1.2256
O -2.3136 0.3326 -4.6066
C -1.6384 -0.8096 -4.0701
C -2.6699 -1.6853 -3.3771
C -3.7075 -2.1202 -4.4358
O -4.8593 -2.7674 -3.8954
C -3.3871 -0.8711 -2.3129
Se -2.3238 -0.6524 -0.6902
C -1.9998 -2.9394 -2.7894
Se -1.7617 -2.9198 -0.8351
H -1.6757 0.8795 -5.0748
H -0.8822 -0.5094 -3.3513
H -1.1408 -1.3875 -4.8549
H -3.2052 -2.7574 -5.1708
H -4.0694 -1.2353 -4.9472
H -4.6013 -3.5773 -3.4474
H -4.2973 -1.3534 -1.9887
H -3.6122 0.1269 -2.6851
H -1.0276 -3.1068 -3.2497
H -2.6041 -3.8269 -2.9581
O 3.1891 -4.3287 6.2401
N 3.3650 -3.2986 5.6120
O 4.2616 -2.4991 5.8257
C 2.4248 -2.9878 4.5138
C 2.6183 -1.8478 3.7625
C 1.7436 -1.5578 2.7553
C 0.6308 -2.3899 2.4512
O -0.2463 -2.0137 1.5219
C 0.5276 -3.5722 3.2102
C 1.4011 -3.8531 4.2425
N -0.4864 -4.6166 2.9563
O -0.9640 -4.7061 1.8455
O -0.7742 -5.3500 3.8927
N 2.0290 -0.3711 1.9546
O 2.2628 -0.8709 0.6032
O 0.8219 0.4164 1.8457
H 3.4538 -1.1903 3.9617
H 1.2815 -4.7569 4.8173
F 1.0641 -4.2398 -2.1677
C 1.8803 -3.4173 -1.5140
F 1.3887 -3.2460 -0.2587
F 3.0629 -3.9511 -1.4234
S 1.7850 -1.7428 -2.4208
O 0.6028 -1.1552 -1.6782
O 1.4654 -2.0306 -3.7826
N 3.0152 -0.8510 -2.1295
S 4.4999 -1.1593 -2.7540
O 4.9914 -0.0108 -3.4427
O 4.6069 -2.4623 -3.3514
C 5.5317 -1.2484 -1.2258
F 4.9665 -2.0154 -0.3015
F 6.6967 -1.7777 -1.5887
F 5.7283 -0.0326 -0.7283
```

Atomic partial charges in e from the Mulliken method, atoms 1 to 6:
1. Hf 0.5009
2. C -1.3524
3. C 0.6222
4. C -1.5891
5. C -0.1264
6. C -0.7440

---

Molecular formula: C37H36GeIInO5Se2
Method: DFT, ωB97M-V/def2-TZVPD

Properties
Total energy   -249671.45732 eV
Highest occupied orbital energy   -0.791 eV
LUMO   0.14289 hartree
Kohn-Sham gap   4.679 eV
Net charge   -2

Geometry as XYZ:
```
83
C37H36GeIInO5Se2, DFT ωB97M-V/def2-TZVPD
In -0.3153 -2.0998 2.5496
O 1.2201 2.2162 3.5705
C 1.0872 0.9041 3.2704
O 0.4886 0.1484 3.9905
C 1.8092 0.5174 2.0064
O 0.9398 -0.2381 1.2073
C 2.9384 -1.0754 -0.0498
C 3.2990 -2.2125 0.9571
O 4.2927 -2.9013 0.6411
O 2.6214 -2.2742 2.0208
H 0.6871 2.3520 4.3686
H 2.6760 -0.0889 2.2970
H 2.1302 1.4119 1.4672
H 3.6566 -0.2750 0.1975
H 3.2196 -1.4348 -1.0394
C -1.1001 -6.2528 2.7931
Se 0.0074 -5.8528 1.2498
C -1.4311 -5.0717 0.1796
C -0.8717 -4.4528 -1.0897
Se 0.0939 -2.7194 -0.6043
C 0.9589 -2.7089 -2.3433
H -1.6481 -5.3526 3.0677
H -0.4363 -6.5213 3.6124
H -1.7896 -7.0713 2.5906
H -1.9161 -4.3115 0.8005
H -2.1513 -5.8669 -0.0188
H -1.6887 -4.2057 -1.7741
H -0.1876 -5.1366 -1.5998
H 0.2236 -2.9558 -3.1094
H 1.7723 -3.4326 -2.3507
H 1.3491 -1.7117 -2.5182
I -3.6740 -3.0055 3.4807
C -4.2302 -1.0036 3.7471
C -5.3468 -0.7772 4.5002
C -5.8138 0.5466 4.6645
C -5.1601 1.5703 4.0482
C -4.0108 1.3383 3.2472
C -3.4007 2.4144 2.5582
C -2.3636 2.1631 1.7094
C -1.8458 0.8499 1.5825
C -2.3072 -0.2481 2.2867
C -3.4758 0.0178 3.0863
H -5.8717 -1.6018 4.9630
H -6.7006 0.7319 5.2597
H -5.5238 2.5892 4.1420
H -3.7909 3.4182 2.6959
H -1.9156 2.9719 1.1395
H -1.0123 0.7221 0.9007
C 1.4627 -0.6598 -0.0848
Ge 1.3281 0.9523 -1.2846
C 3.0106 1.1175 -2.3422
C 4.1360 1.7535 -1.8092
C 5.3708 1.7172 -2.4459
C 5.5175 1.0236 -3.6396
C 4.4181 0.3755 -4.1866
C 3.1852 0.4231 -3.5436
C -0.0168 0.7391 -2.7334
C -1.1340 -0.0823 -2.5664
C -2.0944 -0.2051 -3.5677
C -1.9570 0.4951 -4.7581
C -0.8604 1.3312 -4.9385
C 0.0916 1.4523 -3.9326
C 0.8920 2.8156 -0.7221
C 1.7020 3.5267 0.1716
C 1.3598 4.7953 0.6221
C 0.1753 5.3857 0.2017
C -0.6563 4.6925 -0.6667
C -0.3034 3.4234 -1.1161
H 4.0550 2.2869 -0.8685
H 6.2243 2.2158 -2.0008
H 6.4833 0.9733 -4.1287
H 4.5221 -0.1807 -5.1115
H 2.3434 -0.0977 -3.9883
H -1.2483 -0.6442 -1.6475
H -2.9500 -0.8527 -3.4136
H -2.7001 0.3945 -5.5415
H -0.7479 1.8880 -5.8624
H 0.9378 2.1169 -4.0813
H 2.6211 3.0841 0.5363
H 2.0105 5.3165 1.3146
H -0.1020 6.3714 0.5569
H -1.5915 5.1352 -0.9901
H -0.9769 2.8977 -1.7835
```

Atomic partial charges in e from the Mulliken method, atoms 1 to 6:
1. In 0.2992
2. O -0.4284
3. C -0.3295
4. O -0.6649
5. C 0.0407
6. O 2.1556

---

Molecular formula: C37H36N2O8TeV
Method: DFT, ωB97M-V/def2-TZVPD

Properties
Total energy   -91299.20612 eV
Highest occupied orbital energy (spin up / spin down)   -5.107 / -4.952 eV
Spin multiplicity   3
LUMO (spin up / spin down)   0.08375 / 0.08378 hartree
Kohn-Sham gap (spin up / spin down)   7.386 / 7.232 eV
Net charge   -1

Geometry as XYZ:
```
85
C37H36N2O8TeV, DFT ωB97M-V/def2-TZVPD
V 0.6409 1.7931 -0.9801
O 4.0572 1.5632 -0.2707
C 4.2431 2.5044 -1.2955
C 3.2939 3.6833 -1.1626
N 1.9460 3.5444 -1.7386
C 2.0001 3.3158 -3.1815
C 2.1556 1.8152 -3.4246
O 2.6166 1.3889 -4.4647
O 1.7627 1.0986 -2.4141
C 1.1606 4.6983 -1.3000
C 0.7639 4.4420 0.1586
O 0.5987 5.3610 0.9351
O 0.6340 3.1784 0.4268
H 3.6168 0.7451 -0.5572
H 4.2016 2.0517 -2.2870
H 5.2516 2.9151 -1.1757
H 3.7716 4.5566 -1.6332
H 3.1896 3.9018 -0.0966
H 2.8123 3.8586 -3.6780
H 1.0491 3.5995 -3.6294
H 0.2519 4.7652 -1.9002
H 1.7046 5.6456 -1.3812
C -1.1263 -4.8491 1.9386
C -0.9406 -3.4822 1.3371
C -1.9668 -2.5507 1.3121
C -1.7826 -1.2666 0.8108
C -2.8958 -0.2800 0.9170
O -2.7717 0.7615 1.5279
C -4.2213 -0.6333 0.3054
C -5.3579 0.0419 0.7423
C -6.5919 -0.2280 0.1779
C -6.6977 -1.1651 -0.8433
C -5.5670 -1.8300 -1.2947
C -4.3324 -1.5701 -0.7179
C -0.5438 -0.8692 0.2628
O -0.4097 0.3171 -0.2690
C 0.4837 -1.8352 0.2576
C 0.2788 -3.0965 0.7877
C 1.7767 -1.4484 -0.3789
N 2.7039 -0.8172 0.2251
C 2.6278 -0.5727 1.6632
C 2.0855 0.8188 1.9697
Te 2.0934 1.2464 4.0602
C 0.6669 -0.2486 4.5108
C 0.9967 -1.2989 5.3622
C 0.0488 -2.2600 5.6883
C -1.2310 -2.1797 5.1582
C -1.5557 -1.1432 4.2950
C -0.6136 -0.1772 3.9708
C 1.9413 -1.7724 -1.8194
C 3.2087 -1.7382 -2.4019
C 3.3617 -1.9599 -3.7561
C 2.2517 -2.2270 -4.5466
C 0.9935 -2.2908 -3.9716
C 0.8384 -2.0734 -2.6103
H -2.1607 -4.9986 2.2492
H -0.4929 -4.9793 2.8188
H -0.8701 -5.6380 1.2284
H -2.9384 -2.8178 1.7169
H -5.2469 0.7832 1.5230
H -7.4738 0.2948 0.5258
H -7.6616 -1.3710 -1.2916
H -5.6466 -2.5482 -2.1005
H -3.4457 -2.0818 -1.0688
H 1.1024 -3.8044 0.7664
H 3.6468 -0.6571 2.0462
H 2.0077 -1.3120 2.1786
H 1.0536 0.9224 1.6364
H 2.6864 1.5933 1.4961
H 2.0005 -1.3705 5.7620
H 0.3148 -3.0745 6.3511
H -1.9723 -2.9273 5.4123
H -2.5468 -1.0718 3.8677
H -0.8880 0.6215 3.2907
H 4.0613 -1.5161 -1.7762
H 4.3441 -1.8992 -4.2060
H 2.3680 -2.3711 -5.6131
H 0.1254 -2.4907 -4.5867
H -0.1483 -2.0998 -2.1654
C -2.2142 2.8902 -1.2515
C -0.9880 2.5433 -2.0745
O -0.9959 2.7059 -3.2830
H -3.0491 3.1938 -1.8874
H -1.9571 3.6953 -0.5565
H -2.4884 2.0370 -0.6294
```

Atomic partial charges in e from the Mulliken method, atoms 1 to 6:
1. V 1.1554
2. O -0.5671
3. C -0.7016
4. C -0.6933
5. N 0.1930
6. C -1.2439

---

Molecular formula: C37H36NO2
Method: DFT, ωB97M-V/def2-TZVPD

Properties
Total energy   -44530.98058 eV
Highest occupied orbital energy   -10.686 eV
LUMO   -0.20782 hartree
Kohn-Sham gap   5.030 eV
Net charge   +1

Geometry as XYZ:
```
76
C37H36NO2, DFT ωB97M-V/def2-TZVPD
C -6.9848 -1.8962 1.3794
C -5.7343 -1.0792 1.2771
C -5.8204 0.2531 0.8411
C -4.7026 1.0625 0.8388
C -3.4320 0.5703 1.2871
C -2.3878 1.5101 1.4563
C -1.0321 1.2723 1.8008
C -0.5985 0.2280 2.6621
C 0.7434 0.0717 2.9650
C 1.6615 1.0148 2.4903
O 3.0092 0.9142 2.8339
C 3.7756 0.1151 1.9715
C 4.6533 0.7590 1.0972
C 5.3329 -0.0065 0.1500
C 5.1808 -1.3970 0.1316
C 4.3164 -2.0247 1.0345
C 3.5952 -1.2688 1.9615
C 1.2751 2.0770 1.6633
C -0.0507 2.1860 1.3125
C -3.3311 -0.8340 1.5406
C -4.4750 -1.6185 1.5823
H -6.7981 -2.8457 1.8894
H -7.7682 -1.3553 1.9271
H -7.3896 -2.1219 0.3839
H -6.7925 0.6440 0.5258
H -4.7698 2.0977 0.4977
H -2.6242 2.5319 1.1460
H -1.3247 -0.4463 3.1112
H 1.0938 -0.7629 3.5760
H 4.7541 1.8427 1.1582
H 5.9913 0.4957 -0.5605
H 5.7430 -1.9942 -0.5889
H 4.1931 -3.1091 1.0310
H 2.8950 -1.7227 2.6644
H 2.0291 2.7803 1.3107
H -0.3747 2.9911 0.6537
H -2.3572 -1.2933 1.7031
H -4.4064 -2.6740 1.8643
O -1.7983 4.3255 5.5432
C -2.3164 3.6273 6.6627
C -2.6659 4.7579 7.6404
C -2.9924 5.9889 7.0768
C -3.2673 7.0821 7.9061
C -3.2723 6.9254 9.2939
C -2.9745 5.6816 9.8565
C -2.6585 4.5949 9.0320
C -3.5500 2.7998 6.2541
C -3.5816 2.1990 4.9963
C -4.7124 1.4824 4.5897
C -5.8277 1.3914 5.4275
C -5.7794 1.9611 6.7032
C -4.6358 2.6513 7.1244
C -1.2913 2.5990 7.1545
C -0.0237 3.1643 7.8131
C 1.0318 2.0792 7.5491
C 0.4856 1.2031 6.4053
N -0.7901 1.8142 6.0516
H -1.2536 3.7168 5.0100
H -3.0061 6.1066 5.9928
H -3.4840 8.0454 7.4449
H -3.5039 7.7717 9.9394
H -2.9835 5.5374 10.9371
H -2.4140 3.6182 9.4614
H -2.7298 2.3070 4.3203
H -4.7024 1.0106 3.6078
H -6.7189 0.8634 5.0873
H -6.6324 1.8774 7.3771
H -4.5910 3.0840 8.1251
H -1.7975 1.9245 7.8756
H 0.2347 4.1118 7.3149
H -0.2003 3.3535 8.8767
H 1.9991 2.5185 7.2889
H 1.1552 1.4548 8.4417
H 1.1565 1.1639 5.5366
H 0.3517 0.1614 6.7546
H -1.4550 1.1749 5.6253
```

Atomic partial charges in e from the Mulliken method, atoms 1 to 6:
1. C -1.5057
2. C 1.1410
3. C -0.6966
4. C -0.5520
5. C 0.6588
6. C -0.5453

---

Molecular formula: C37H37BrF10N5O2PS2Sb2Tl
Method: DFT, ωB97M-V/def2-TZVPD

Properties
Total energy   -196460.33977 eV
Highest occupied orbital energy (spin up / spin down)   -7.866 / -7.856 eV
Spin multiplicity   2
LUMO (spin up / spin down)   -0.01693 / -0.12383 hartree
Kohn-Sham gap (spin up / spin down)   7.406 / 4.486 eV

Geometry as XYZ:
```
98
C37H37BrF10N5O2PS2Sb2Tl, DFT ωB97M-V/def2-TZVPD
Tl 12.8879 13.1061 12.9733
F 14.9451 16.1858 20.0257
C 14.2882 15.3330 19.2338
C 13.2218 14.5485 19.7114
F 12.9082 14.5265 21.0087
C 12.5816 13.7238 18.8260
F 11.7042 12.8023 19.3925
C 12.9662 13.5843 17.4879
P 11.9795 12.7984 16.2134
C 12.0258 11.0340 16.6426
C 11.1118 10.1955 15.9884
C 11.1086 8.8055 16.3087
C 12.0294 8.2833 17.2149
C 12.9673 9.1338 17.8234
C 12.9498 10.4754 17.5584
C 10.2124 13.1526 16.4423
C 9.4251 12.5069 17.4323
C 8.0604 12.8423 17.5244
C 7.4926 13.8162 16.7304
C 8.3306 14.5078 15.8202
C 9.6473 14.1548 15.6599
C 14.2193 14.0937 17.1380
Br 15.1700 13.4683 15.6325
C 14.7848 15.0669 17.9650
F 15.8089 15.7877 17.4802
H 10.3702 10.6530 15.3349
H 10.3181 8.1603 15.9189
H 11.9731 7.2384 17.4930
H 13.6762 8.7744 18.5590
H 13.6788 11.0778 18.0655
H 9.8256 11.6920 17.9791
H 7.4637 12.2181 18.2148
H 6.4633 14.1210 16.7545
H 7.9026 15.2817 15.1990
H 10.2592 14.5311 14.8341
N 19.1502 17.4662 12.2160
C 17.7940 17.3932 12.3390
C 17.0283 17.5818 11.1760
C 15.6313 17.5780 11.2882
C 15.0226 17.1242 12.4467
C 15.7600 16.8874 13.5996
C 17.1402 17.0233 13.5445
S 13.2941 16.6013 12.4269
O 13.0782 16.2148 13.8096
O 12.4435 17.5757 11.8117
N 13.3507 15.1253 11.6521
C 13.0704 14.9540 10.3222
N 12.5146 13.7889 9.9344
C 11.9886 13.7794 8.6972
C 12.0927 14.8451 7.7866
C 12.8353 15.9294 8.2524
N 13.3512 16.0223 9.4739
H 19.4940 18.1676 11.5536
H 19.7046 17.5073 13.0744
H 17.4957 17.7877 10.2158
H 15.0003 17.8211 10.4475
H 15.2576 16.6202 14.5443
H 17.7081 16.8282 14.4417
H 11.3952 12.9207 8.4291
H 11.7088 14.7875 6.7741
H 13.0242 16.8230 7.6649
F 10.1944 13.1024 12.9171
Sb 8.6566 12.0274 12.3752
F 7.4009 13.4390 12.7803
F 8.6691 11.4376 14.2187
F 7.2331 10.8489 11.8488
F 9.9206 10.5863 11.9471
F 8.9230 12.5489 10.5626
S 17.6090 13.5518 10.8112
C 17.9237 12.8908 12.3812
C 17.2533 11.7111 12.5700
N 16.4273 11.3654 11.5001
C 16.5586 12.1989 10.4905
H 18.6367 13.4563 12.9842
H 17.2787 11.0643 13.4162
H 16.0711 12.0397 9.5349
C 9.5084 7.8106 12.7590
C 10.9932 7.5745 12.5754
Sb 12.1826 9.4271 12.6200
C 12.6692 9.5198 10.4603
C 11.4139 9.5015 9.5652
C 14.2920 8.9583 13.1527
C 14.6763 7.5181 12.8680
H 8.8876 6.9079 12.7617
H 9.1179 8.4514 11.9289
H 9.3078 8.3095 13.7104
H 11.2547 7.0875 11.6233
H 11.4997 7.0261 13.3950
H 13.3412 8.6768 10.2576
H 13.2745 10.4457 10.3445
H 10.8692 8.5265 9.6515
H 11.6320 9.6169 8.5064
H 10.7095 10.2981 9.8000
H 14.3497 9.2295 14.2321
H 14.8760 9.6505 12.5467
H 13.9606 6.7805 13.3078
H 15.6704 7.2596 13.1758
H 14.6255 7.3045 11.7972
```

Atomic partial charges in e from the Mulliken method, atoms 1 to 6:
1. Tl 1.4672
2. F -0.2904
3. C 0.2211
4. C 0.2851
5. F -0.2836
6. C 0.2870